Density functional theory data (the ωB97M-V functional and the def2-TZVPD basis) for a molecular structure, C28H51Br18O3PS at a distorted geometry.

The geometry in ORCA input format:
```
! RIJCOSX wB97M-V def2-TZVPD def2/J DEFGRID3
* xyz 0 1
C -0.6786 0.9786 4.7194
P -0.9631 0.4193 2.9289
C -1.8449 -1.2537 3.1280
O 0.5691 0.0119 2.2358
S 0.5026 0.0242 0.5344
O -0.7292 0.6800 0.0902
O 1.8267 0.9059 -0.0124
C 3.0346 0.3224 0.5190
C 3.6980 1.1213 1.7065
C 3.3305 2.6362 1.8071
C 4.4546 3.5920 1.7572
C 4.2599 5.0450 1.8860
C 2.9041 5.5489 2.0569
C 1.7525 4.6543 2.0873
C 2.0060 3.2189 1.9812
H -1.3118 0.4174 5.4519
H 0.4041 0.7548 4.9582
H -0.8706 2.0703 4.8483
H -1.1020 -2.0706 2.9358
H -2.7130 -1.3059 2.4278
H -2.2094 -1.3175 4.1851
H 3.7304 0.1541 -0.3406
H 2.7437 -0.6945 0.9291
H 3.5386 0.6455 2.7179
H 4.8134 1.0694 1.5377
H 5.4996 3.2241 1.6188
H 5.1227 5.7595 1.8794
H 2.7206 6.6489 2.1726
H 0.6998 5.0033 2.2086
H 1.1275 2.5338 2.0321
Br 0.7523 -1.9777 -1.7919
C 1.5618 -1.9735 -3.5658
C 3.0490 -2.2078 -3.5059
Br 4.0037 -0.6067 -2.9444
H 1.2955 -1.0265 -4.0307
H 1.0709 -2.7846 -4.0970
H 3.4396 -2.4344 -4.4979
H 3.3317 -3.0033 -2.8189
Br 8.9800 5.6268 0.0745
C 8.4473 7.4859 -0.1583
C 8.0910 8.1229 1.1596
Br 6.3287 7.5551 1.7656
H 7.6280 7.4938 -0.8738
H 9.3145 7.9767 -0.5994
H 8.0211 9.2057 1.0556
H 8.7927 7.8843 1.9558
Br 3.4347 -3.8484 1.5054
C 2.6911 -4.8927 0.0361
C 3.1814 -6.3163 0.0712
Br 5.0077 -6.4496 -0.5892
H 2.9474 -4.3738 -0.8840
H 1.6116 -4.8537 0.1803
H 2.5921 -6.9416 -0.5982
H 3.1704 -6.7497 1.0691
Br -5.8076 -1.4456 2.4175
C -6.5082 0.3709 2.5036
C -5.4159 1.3882 2.2859
Br -4.3163 1.5949 3.8788
H -7.0076 0.4737 3.4642
H -7.2501 0.4267 1.7066
H -5.8414 2.3759 2.1037
H -4.7440 1.1319 1.4679
Br -5.6063 4.3306 -0.9050
C -6.9686 2.9400 -0.8773
C -8.3239 3.5052 -0.5372
Br -8.4812 3.8794 1.3692
H -6.6318 2.1809 -0.1748
H -6.9685 2.5222 -1.8838
H -9.1062 2.7762 -0.7487
H -8.5473 4.4321 -1.0608
Br 3.6381 -1.0319 5.4327
C 4.3160 0.5864 6.2814
C 3.1899 1.4685 6.7541
Br 2.3762 2.4259 5.2680
H 4.9683 1.0740 5.5599
H 4.9109 0.2371 7.1251
H 3.5643 2.2439 7.4224
H 2.3941 0.9194 7.2538
Br -2.0492 -0.4072 -4.0923
C -2.8098 -1.4464 -5.5567
C -2.3248 -2.8708 -5.5246
Br -0.5052 -3.0084 -6.2056
H -2.5600 -0.9292 -6.4809
H -3.8881 -1.4017 -5.4000
H -2.9216 -3.4991 -6.1865
H -2.3270 -3.3008 -4.5250
Br -7.0220 -0.9671 -2.7351
C -7.7481 -1.0344 -4.5421
C -7.7349 -2.4396 -5.0878
Br -5.9445 -2.9659 -5.6467
H -7.1693 -0.3359 -5.1424
H -8.7706 -0.6687 -4.4512
H -8.3447 -2.5063 -5.9885
H -8.0741 -3.1829 -4.3697
Br -1.5306 -6.5869 -3.6706
C -0.1435 -7.8700 -4.1402
C 0.9942 -7.8324 -3.1510
Br 2.1490 -6.2878 -3.4391
H 0.1641 -7.6462 -5.1593
H -0.6363 -8.8417 -4.1193
H 1.6436 -8.6979 -3.2822
H 0.6600 -7.7879 -2.1164
*
```

Calculated values
Strongest force on any atom   2.9 eV/Å
Calculated total energy   -1316893.1277 eV
Molar mass   1937.03 u

Density functional theory data (the ωB97M-V functional and the def2-TZVPD basis) for a single C5H8N2 molecule at a distorted geometry.

The geometry in ORCA input format:
```
! RIJCOSX wB97M-V def2-TZVPD def2/J DEFGRID3
* xyz 0 1
C -2.3615 0.6986 0.1950
C -1.2678 0.4638 -0.7786
C 1.2135 0.3198 -0.3970
C 0.0139 1.0476 -0.7190
N -0.5615 1.9912 -1.2963
N 0.9912 -0.5309 0.5128
C 2.0776 -1.3995 0.8356
H -2.0442 1.5091 0.8501
H -3.2353 1.0024 -0.3836
H -2.6281 -0.1843 0.7917
H -1.3514 -0.4526 -1.3935
H 2.1089 0.3692 -1.0216
H 2.8195 -1.4072 0.0289
H 1.6987 -2.4067 1.0197
H 2.5264 -1.0205 1.7558
*
```

Calculated values
Strongest force on any atom   1.5 eV/Å
SMILES   C/N=C/C1=N[C@@H]1C
Calculated total energy   -8291.3077 eV
Molar mass   96.13 u

Density functional theory data (the ωB97M-V functional and the def2-TZVPD basis) for a single C4H7NS molecule at a distorted geometry.

The geometry in ORCA input format:
```
! RIJCOSX wB97M-V def2-TZVPD def2/J DEFGRID3
* xyz 0 1
C -0.2743 -1.6895 0.8994
C 0.3826 1.5231 2.2618
C -0.3139 -0.3966 0.7270
C 0.5451 1.1805 -1.1567
N 0.7707 0.3986 1.9664
S -1.0762 0.4480 -0.5861
H -0.8888 -2.3977 0.2085
H 0.1107 -2.1845 1.7564
H 1.0171 2.1948 2.8746
H -0.6272 1.9011 1.9242
H 1.2915 0.5443 -0.7059
H 0.6254 2.2568 -0.9241
H 0.4325 1.1298 -2.2508
*
```

Calculated values
Strongest force on any atom   4.9 eV/Å
SMILES   C=NC(=C)SC
Calculated total energy   -16583.6370 eV
Molar mass   101.17 u

Density functional theory data (the ωB97M-V functional and the def2-TZVPD basis) for a gas-phase ion, C5H10NO (charge +1) at a distorted geometry.

The geometry in ORCA input format:
```
! RIJCOSX wB97M-V def2-TZVPD def2/J DEFGRID3
* xyz 1 3
C -0.4467 0.0800 1.6040
C -1.7139 -0.2204 1.5332
C 0.4369 0.6554 0.4653
C 0.6470 -0.0323 -0.7588
C 2.0452 -0.1530 -1.1500
N -0.3445 -0.3990 -1.4498
O -2.4771 -0.0874 0.4345
H 0.0049 -0.1093 2.5286
H -2.1219 -0.7335 2.4001
H 0.1073 1.6321 0.0314
H 1.4915 0.9123 0.7620
H 2.3017 -1.1323 -0.7569
H 2.6733 0.6520 -0.6462
H 2.3152 -0.0906 -2.3158
H -0.2057 -0.9171 -2.2927
H -1.2445 -0.0950 -1.0869
H -3.4687 0.0382 0.6979
*
```

Calculated values
Strongest force on any atom   9.9 eV/Å
⟨S²⟩   2.006
Calculated total energy   -8872.1987 eV
Molar mass   100.14 u

Density functional theory data (the ωB97M-V functional and the def2-TZVPD basis) for 4 unconnected molecules or ions with the total composition H8O4.

The geometry in ORCA input format:
```
! RIJCOSX wB97M-V def2-TZVPD def2/J DEFGRID3
* xyz 0 1
O -1.5687 -2.8204 0.5163
H -0.9518 -2.2952 1.0433
H -1.0443 -3.5562 0.1895
O -1.3133 1.3608 -0.7419
H -1.6326 0.7641 -1.4250
H -0.3527 1.4077 -0.8731
O 1.4649 1.9153 -1.0097
H 2.1073 2.0352 -1.7153
H 1.8385 2.3718 -0.2494
O 0.3421 -0.7541 1.4130
H 0.1519 -0.0362 0.7973
H 0.9586 -0.3928 2.0552
*
```

Calculated values
Strongest force on any atom   0.4 eV/Å
SMILES   O.O.O.O
Calculated total energy   -8319.9298 eV
Molar mass   72.06 u